{"formula": "C24H39N4NiO5SSi2Te", "method": "ωB97M-V/def2-TZVPD", "homo_energy_ev": [-4.8, -5.2], "energy_ev": -116651.7479, "mol_weight_g_mol": 738.131, "e_above_lowest_ev": 0.000, "largest_force_ev_per_a": 0.73, "charge": -1, "spin_multiplicity": 3, "symbols": ["Ni", "N", "C", "C", "O", "N", "C", "C", "O", "O", "H", "H", "H", "H", "H", "H", "C", "C", "C", "C", "C", "C", "C", "S", "O", "O", "N", "C", "C", "C", "C", "C", "N", "H", "H", "H", "H", "H", "H", "H", "H", "H", "H", "H", "C", "Si", "C", "C", "C", "Te", "C", "Si", "C", "C", "C", "H", "H", "H", "H", "H", "H", "H", "H", "H", "H", "H", "H", "H", "H", "H", "H", "H", "H", "H", "H", "H", "H"], "positions_angstrom": [[-0.207545, 0.073504, 0.238346], [1.537013, 0.259638, 1.511344], [1.709830, -1.132664, 1.977333], [0.373272, -1.584795, 2.562133], [0.328396, -2.036621, 3.706627], [-0.640941, -1.320065, 1.729433], [-1.926653, -1.021825, 2.326732], [-2.301735, 0.446133, 2.100111], [-3.258357, 0.925659, 2.693059], [-1.570272, 1.082600, 1.245070], [2.376352, 0.598317, 1.046065], [1.349172, 0.871136, 2.300892], [2.478714, -1.230352, 2.745472], [1.994180, -1.738125, 1.109357], [-1.945009, -1.243674, 3.395698], [-2.733205, -1.610081, 1.871801], [4.713590, -0.206254, -7.430519], [4.309610, -0.200931, -5.981794], [3.133127, -0.822704, -5.569304], [2.743976, -0.800445, -4.241687], [3.529161, -0.147985, -3.302183], [4.704647, 0.474927, -3.691425], [5.086130, 0.442042, -5.026453], [3.058280, -0.170627, -1.591173], [3.278301, -1.515444, -1.116624], [3.810016, 0.895513, -0.957161], [1.499695, 0.082540, -1.535729], [0.934757, 1.264897, -1.943938], [1.441039, 2.263890, -2.788371], [0.655584, 3.369175, -3.036204], [-0.603830, 3.501366, -2.446112], [-1.013666, 2.494183, -1.598910], [-0.272544, 1.413445, -1.373100], [4.433606, -1.140842, -7.917287], [5.790286, -0.077690, -7.541584], [4.227322, 0.604598, -7.977095], [2.514793, -1.331668, -6.299813], [1.829948, -1.283070, -3.929479], [5.304034, 0.985696, -2.951415], [6.006191, 0.928175, -5.329870], [2.429585, 2.183387, -3.216978], [1.036249, 4.151194, -3.683125], [-1.230297, 4.364769, -2.613284], [-1.950896, 2.533461, -1.055785], [-4.623837, -2.634356, -2.519560], [-4.094276, -2.255224, -0.760536], [-5.397622, -2.933925, 0.392326], [-3.976378, -0.407315, -0.571914], [-2.517790, -3.190396, -0.379055], [-0.627161, -2.349316, -0.840923], [-0.838847, -2.629624, -2.977414], [-0.210044, -4.242817, -3.634646], [-0.847410, -5.685710, -2.635295], [1.659562, -4.239552, -3.587022], [-0.790596, -4.465459, -5.401059], [-5.676915, -2.372298, -2.644100], [-4.509373, -3.692817, -2.762320], [-4.056140, -2.056968, -3.250563], [-6.357844, -2.446078, 0.213837], [-5.124611, -2.763774, 1.434420], [-5.528770, -4.007910, 0.244265], [-4.686847, 0.064652, -1.254974], [-2.976277, -0.032152, -0.816377], [-4.199077, -0.071240, 0.441961], [-2.543262, -4.145799, -0.914176], [-2.453739, -3.426187, 0.684083], [-0.264538, -1.808369, -3.413605], [-1.886443, -2.455476, -3.229847], [-0.642501, -5.561695, -1.569707], [-0.346617, -6.598539, -2.965542], [-1.922852, -5.827645, -2.761327], [2.034408, -3.763181, -2.673956], [2.083046, -3.698382, -4.434417], [2.048193, -5.258994, -3.614680], [-1.880306, -4.530465, -5.433329], [-0.385756, -5.372520, -5.852917], [-0.489387, -3.618252, -6.020304]], "atomic_forces_ev_per_a": [[-0.18, -0.03, 0.64], [0.00, 0.27, -0.23], [0.16, -0.13, -0.07], [0.12, 0.06, 0.07], [-0.08, -0.05, 0.08], [0.02, 0.28, 0.06], [-0.04, -0.23, -0.04], [0.24, 0.22, -0.17], [-0.21, -0.02, 0.09], [-0.13, 0.09, -0.02], [-0.04, -0.02, 0.01], [-0.04, -0.04, -0.05], [-0.01, 0.00, -0.03], [-0.03, 0.05, 0.09], [0.04, 0.04, -0.03], [-0.02, -0.01, 0.05], [0.03, -0.01, -0.05], [-0.04, -0.03, -0.01], [0.00, 0.01, -0.01], [0.02, 0.04, -0.02], [0.21, -0.08, -0.12], [-0.07, -0.01, -0.08], [0.05, 0.05, 0.06], [-0.25, -0.04, 0.13], [0.10, 0.03, -0.02], [0.10, 0.00, 0.01], [0.11, 0.12, -0.41], [0.08, -0.38, 0.37], [0.05, 0.08, -0.15], [-0.10, 0.06, 0.04], [0.14, -0.06, -0.09], [-0.13, -0.05, 0.00], [0.07, 0.20, 0.38], [-0.01, -0.01, 0.01], [0.00, 0.01, 0.01], [-0.02, 0.02, 0.01], [-0.01, -0.02, -0.01], [-0.06, -0.04, 0.05], [0.01, 0.01, 0.05], [0.02, 0.00, 0.00], [-0.04, -0.03, 0.02], [-0.02, 0.00, 0.00], [0.02, 0.03, -0.02], [0.02, 0.01, 0.04], [-0.02, -0.05, -0.10], [0.02, 0.16, 0.02], [-0.13, -0.06, 0.00], [0.14, 0.09, -0.04], [0.02, -0.30, 0.00], [0.23, -0.30, -0.63], [-0.20, 0.26, 0.02], [0.17, -0.10, 0.08], [-0.03, -0.12, 0.08], [0.07, 0.04, 0.14], [-0.06, 0.01, -0.11], [-0.03, 0.00, -0.03], [-0.01, -0.03, -0.01], [0.02, 0.02, -0.02], [-0.05, 0.00, 0.02], [0.02, 0.02, 0.04], [-0.03, -0.04, 0.02], [-0.04, 0.05, 0.02], [-0.11, -0.05, -0.03], [-0.03, 0.02, 0.01], [-0.01, 0.01, 0.11], [0.00, 0.00, 0.03], [-0.04, 0.08, -0.02], [0.02, 0.02, -0.01], [0.03, 0.01, -0.01], [-0.04, -0.07, 0.00], [-0.03, 0.00, 0.00], [-0.02, -0.04, -0.05], [0.02, 0.02, -0.05], [0.04, -0.04, -0.02], [-0.03, 0.00, -0.04], [0.02, -0.05, -0.02], [0.01, 0.02, -0.03]]}